16 unconnected molecules or ions with the total composition C48H96O48 at a distorted geometry. Source: OMol25; level of theory: wB97M-V/def2-TZVPD.

The geometry in ORCA input format:
```
! RIJCOSX wB97M-V def2-TZVPD def2/J DEFGRID3
* xyz 0 1
C -0.550 -6.239 -6.970
O -0.480 -7.003 -8.140
C 0.627 -7.176 -8.787
O 1.740 -7.023 -8.302
O 0.327 -7.703 -10.043
C 1.343 -8.201 -10.821
H -0.213 -5.209 -7.092
H -0.032 -6.686 -6.121
H -1.630 -6.191 -6.831
H 1.030 -8.602 -11.785
H 1.781 -9.080 -10.348
H 2.021 -7.380 -11.054
C -1.092 -2.386 -16.083
O -0.928 -3.772 -16.513
C -0.126 -4.603 -15.878
O 0.713 -4.291 -15.017
O -0.246 -5.794 -16.469
C 0.547 -6.889 -16.068
H -1.010 -2.221 -15.009
H -2.021 -1.902 -16.384
H -0.343 -1.737 -16.537
H 0.767 -6.873 -15.001
H 1.530 -6.929 -16.537
H -0.074 -7.759 -16.283
C -4.233 -12.138 -15.608
O -4.453 -11.802 -14.297
C -5.617 -11.992 -13.727
O -6.637 -12.440 -14.215
O -5.475 -11.681 -12.421
C -6.530 -11.817 -11.488
H -3.153 -12.007 -15.666
H -4.702 -11.463 -16.324
H -4.562 -13.176 -15.643
H -6.528 -10.994 -10.775
H -6.447 -12.773 -10.970
H -7.506 -11.756 -11.970
C 4.102 -16.671 -17.891
O 3.279 -15.545 -17.864
C 2.279 -15.460 -16.919
O 1.315 -14.708 -16.991
O 2.495 -16.421 -15.900
C 1.691 -16.396 -14.719
H 4.609 -16.760 -18.852
H 3.396 -17.498 -17.968
H 4.727 -16.735 -17.000
H 2.212 -16.143 -13.796
H 1.319 -17.380 -14.432
H 0.765 -15.824 -14.774
C -3.147 -7.133 -17.150
O -4.104 -7.058 -16.115
C -4.698 -8.124 -15.568
O -4.760 -9.258 -16.006
O -5.336 -7.672 -14.501
C -6.360 -8.465 -13.931
H -3.444 -6.879 -18.167
H -2.697 -8.119 -17.266
H -2.366 -6.440 -16.836
H -6.118 -9.525 -13.848
H -7.307 -8.269 -14.433
H -6.497 -8.029 -12.942
C -1.257 -8.559 -19.900
O 0.016 -7.975 -19.568
C 0.957 -7.793 -20.401
O 0.859 -7.903 -21.630
O 2.021 -7.397 -19.679
C 3.218 -6.999 -20.403
H -1.365 -9.403 -19.219
H -1.316 -9.041 -20.876
H -2.160 -7.952 -19.835
H 2.933 -6.620 -21.385
H 3.983 -7.765 -20.523
H 3.705 -6.131 -19.958
C 3.198 -12.367 -10.136
O 3.258 -11.873 -11.514
C 3.001 -12.679 -12.589
O 2.599 -13.877 -12.466
O 3.423 -12.167 -13.765
C 2.981 -12.686 -15.006
H 3.413 -11.485 -9.534
H 3.938 -13.147 -9.959
H 2.277 -12.786 -9.730
H 3.319 -13.722 -15.047
H 3.342 -12.065 -15.826
H 1.892 -12.732 -15.024
C -0.953 -5.380 -11.845
O -1.814 -6.449 -11.485
C -1.850 -7.460 -12.316
O -1.349 -7.528 -13.425
O -2.687 -8.384 -11.783
C -3.234 -9.454 -12.588
H 0.081 -5.721 -11.880
H -0.994 -4.669 -11.021
H -1.219 -4.961 -12.816
H -4.025 -9.958 -12.032
H -2.537 -10.277 -12.747
H -3.653 -8.925 -13.444
C 3.080 -8.558 -14.114
O 3.033 -7.155 -14.468
C 3.629 -6.232 -13.714
O 4.354 -6.479 -12.799
O 3.251 -5.028 -14.196
C 3.709 -3.872 -13.552
H 3.660 -8.690 -13.201
H 3.490 -9.167 -14.920
H 2.088 -8.939 -13.872
H 3.417 -3.895 -12.502
H 3.447 -2.973 -14.109
H 4.793 -3.979 -13.514
C -0.341 -10.124 -15.053
O 0.692 -10.422 -16.031
C 0.494 -11.145 -17.180
O -0.633 -11.551 -17.557
O 1.631 -11.280 -17.867
C 1.502 -11.811 -19.190
H -0.461 -11.010 -14.430
H -1.269 -9.889 -15.575
H -0.036 -9.252 -14.475
H 0.726 -11.299 -19.758
H 1.187 -12.849 -19.076
H 2.458 -11.856 -19.714
C -0.587 -11.392 -10.303
O -0.302 -11.926 -11.629
C -0.831 -13.106 -11.941
O -1.517 -13.859 -11.290
O -0.422 -13.312 -13.201
C -0.986 -14.303 -13.993
H 0.032 -11.921 -9.579
H -1.617 -11.447 -9.950
H -0.267 -10.350 -10.307
H -0.467 -14.240 -14.950
H -1.982 -13.961 -14.273
H -0.898 -15.276 -13.508
C 6.131 -14.030 -17.733
O 5.527 -12.875 -17.118
C 5.032 -11.950 -17.921
O 4.942 -11.976 -19.179
O 4.720 -10.923 -17.175
C 4.471 -9.646 -17.690
H 5.605 -14.414 -18.607
H 6.143 -14.872 -17.041
H 7.127 -13.737 -18.066
H 5.396 -9.347 -18.182
H 4.085 -8.906 -16.989
H 3.600 -9.695 -18.344
C -1.389 -14.895 -19.156
O -1.026 -15.207 -20.501
C -1.833 -15.220 -21.522
O -3.055 -15.181 -21.376
O -1.149 -15.268 -22.643
C -1.785 -15.254 -23.879
H -1.254 -13.830 -18.969
H -0.747 -15.342 -18.397
H -2.387 -15.246 -18.892
H -2.680 -14.648 -24.025
H -2.059 -16.282 -24.118
H -1.046 -14.865 -24.579
C 3.401 -18.857 -23.753
O 2.788 -17.620 -23.415
C 3.196 -16.882 -22.374
O 4.017 -17.215 -21.600
O 2.417 -15.739 -22.263
C 2.455 -14.984 -21.008
H 2.801 -19.240 -24.578
H 3.485 -19.601 -22.960
H 4.451 -18.780 -24.035
H 3.399 -14.441 -20.956
H 2.352 -15.603 -20.117
H 1.636 -14.266 -20.948
C 6.767 -8.591 -24.594
O 6.251 -9.513 -23.651
C 4.949 -9.754 -23.711
O 4.093 -9.267 -24.483
O 4.769 -10.683 -22.753
C 3.476 -10.956 -22.421
H 7.826 -8.574 -24.335
H 6.281 -7.659 -24.308
H 6.587 -9.038 -25.572
H 3.337 -11.434 -21.451
H 3.156 -11.653 -23.195
H 2.768 -10.133 -22.529
C 0.576 -10.044 -24.960
O -0.392 -10.253 -23.950
C -0.483 -11.328 -23.194
O 0.108 -12.361 -23.364
O -1.385 -11.081 -22.211
C -1.753 -12.104 -21.333
H 0.439 -10.709 -25.812
H 1.574 -9.995 -24.526
H 0.465 -9.020 -25.318
H -2.294 -11.640 -20.508
H -0.815 -12.497 -20.938
H -2.400 -12.859 -21.779
*
```

**Relative energy (zero: lowest compared OMol25 entry of this formula, charge and spin)**: 4.1315 eV
**HOMO energy**: -10.3 eV
**F_max**: 0.0896 Eh/bohr

17 unconnected molecules or ions with the total composition C49H103BO21S2 at a distorted geometry. Source: OMol25; level of theory: wB97M-V/def2-TZVPD.

The geometry in ORCA input format:
```
! RIJCOSX wB97M-V def2-TZVPD def2/J DEFGRID3
* xyz 0 1
C -0.678 -10.253 5.612
C 0.182 -9.205 6.534
B 0.020 -7.620 6.128
O 0.319 -6.610 7.166
C -0.496 -7.092 4.622
C -2.144 -7.242 4.379
S -3.276 -7.913 5.763
C -2.831 -6.784 2.962
S -4.704 -6.951 2.819
C -1.828 -6.216 1.789
C -0.179 -6.056 2.023
C 0.537 -6.475 3.475
C 2.142 -6.294 3.755
C 3.102 -7.448 3.098
C 2.607 -8.991 3.343
C 1.518 -9.474 2.217
C 1.649 -11.038 1.744
O 0.728 -11.189 0.568
C -0.661 -11.385 1.019
C 0.659 -5.465 0.735
O 1.895 -5.812 0.370
C -0.107 -4.362 -0.259
C 0.703 -3.144 -1.005
C 2.318 -2.852 -0.823
O 2.504 -1.392 -0.798
C 2.048 -0.880 0.509
C 0.584 -0.170 0.749
C 0.071 0.434 2.219
C -1.418 1.161 2.369
C 1.102 0.274 3.489
C 2.572 -0.413 3.252
C 3.066 -0.991 1.799
C 4.569 -1.655 1.656
C 4.878 -2.533 3.044
C 5.656 -0.419 1.629
C -0.167 -2.140 -1.979
C -1.799 -2.304 -2.227
C -2.645 -3.514 -1.456
C -1.755 -4.530 -0.485
C -2.467 -5.782 0.325
O -3.502 -6.426 -0.230
H 0.014 -11.182 5.325
H -1.620 -10.725 6.165
H -1.069 -9.822 4.597
H -0.241 -9.312 7.645
H 1.286 -9.590 6.561
H 1.305 -6.440 7.259
H -2.905 -7.306 7.004
H -5.058 -8.262 3.216
H 2.456 -5.266 3.237
H 2.360 -6.128 4.912
H 3.329 -7.312 1.952
H 4.159 -7.349 3.644
H 3.568 -9.682 3.196
H 2.260 -9.196 4.467
H 1.613 -8.721 1.301
H 0.442 -9.321 2.712
H 2.727 -11.379 1.439
H 1.189 -11.714 2.585
H -0.806 -12.437 1.512
H -1.070 -10.546 1.731
H -1.346 -11.356 0.052
H 2.620 -3.297 0.219
H 2.875 -3.383 -1.731
H -0.194 -0.029 -0.143
H -2.105 0.851 1.471
H -1.323 2.338 2.458
H -1.902 0.669 3.338
H 0.709 0.677 4.539
H 3.308 -0.490 4.161
H 4.672 -2.326 0.684
H 3.926 -3.195 3.286
H 5.807 -3.221 2.821
H 5.098 -1.788 3.942
H 5.850 -0.114 0.515
H 6.651 -0.754 2.148
H 5.249 0.525 2.194
H 0.366 -1.230 -2.534
H -2.309 -1.529 -2.965
H -3.822 -3.640 -1.608
C 0.405 4.695 0.617
O 0.557 3.568 1.460
H 0.059 5.542 1.214
H 1.368 4.943 0.162
H -0.331 4.474 -0.160
H 0.865 2.833 0.902
C -5.159 0.760 3.546
O -4.463 0.760 4.779
H -4.441 0.893 2.733
H -5.677 -0.194 3.420
H -5.879 1.582 3.532
H -5.125 0.641 5.481
C 0.530 3.637 5.331
O 0.394 2.521 4.470
H 0.389 3.308 6.363
H 1.529 4.064 5.220
H -0.228 4.384 5.082
H 0.524 2.843 3.562
C 2.689 7.626 -0.472
O 1.323 7.382 -0.753
H 2.981 7.041 0.404
H 3.297 7.325 -1.328
H 2.834 8.688 -0.263
H 1.092 7.913 -1.534
C -2.840 -0.950 -5.950
O -3.050 0.096 -5.018
H -2.814 -1.902 -5.415
H -3.658 -0.963 -6.674
H -1.887 -0.796 -6.462
H -3.068 0.927 -5.521
C 0.018 1.792 -4.801
O -0.127 0.432 -4.435
H 1.049 1.967 -5.118
H -0.659 2.022 -5.628
H -0.209 2.428 -3.942
H -1.050 0.308 -4.158
C -2.429 7.499 -0.186
O -2.573 6.139 0.180
H -1.398 7.674 -0.503
H -3.106 7.729 -1.012
H -2.656 8.135 0.673
H -3.497 6.014 0.457
C 4.571 -2.875 -4.949
O 5.267 -2.875 -3.716
H 5.289 -2.742 -5.762
H 4.053 -3.829 -5.076
H 3.851 -2.053 -4.963
H 4.605 -2.994 -3.014
C 3.194 4.189 -3.955
O 2.582 4.190 -5.231
H 2.496 3.770 -3.226
H 4.098 3.576 -3.984
H 3.445 5.213 -3.669
H 3.224 4.566 -5.856
C 1.715 7.278 -7.639
O 2.411 7.279 -6.406
H 2.433 7.411 -8.452
H 1.197 6.324 -7.765
H 0.996 8.100 -7.653
H 1.749 7.159 -5.704
C -5.436 -5.873 -3.484
O -5.855 -7.101 -2.918
H -6.160 -5.566 -4.242
H -5.384 -5.110 -2.703
H -4.456 -6.000 -3.949
H -5.193 -7.348 -2.249
C -2.352 10.823 1.644
O -3.153 10.548 0.509
H -1.421 10.255 1.568
H -2.122 11.891 1.678
H -2.885 10.525 2.549
H -3.970 11.065 0.605
C -3.142 13.510 -0.803
O -4.211 13.120 0.039
H -2.592 12.619 -1.114
H -3.539 14.017 -1.686
H -2.472 14.177 -0.256
H -4.681 13.931 0.298
C -2.371 -2.382 2.261
O -3.681 -2.176 1.765
H -1.652 -2.161 1.469
H -2.193 -1.715 3.108
H -2.258 -3.423 2.573
H -4.297 -2.380 2.489
C 4.036 10.060 -8.563
O 3.424 10.061 -9.840
H 3.338 9.642 -7.835
H 4.940 9.447 -8.592
H 4.287 11.085 -8.278
H 4.066 10.438 -10.465
C -2.403 11.135 -4.373
O -1.707 11.136 -3.140
H -1.685 11.268 -5.185
H -2.920 10.181 -4.499
H -3.122 11.957 -4.387
H -2.369 11.016 -2.438
*
```

**HOMO energy**: -7.7 eV
**F_max**: 0.1547 Eh/bohr

Computed E_LUMO, in the same sequence as the records: 0.51, -1.60 eV.